{"formula": "C15H10CoINS", "method": "ωB97M-V/def2-TZVPD", "symbols": ["Co", "S", "C", "C", "C", "C", "C", "N", "H", "H", "H", "H", "I", "C", "C", "C", "C", "C", "C", "C", "C", "C", "C", "H", "H", "H", "H", "H", "H"], "coordinates": [[0.407822, 0.784050, 0.000058], [2.815931, 1.451071, 0.000045], [1.992108, 2.964755, 0.000019], [2.599553, 4.227788, -0.000005], [1.799664, 5.349475, -0.000027], [0.408403, 5.219286, -0.000026], [-0.120620, 3.949984, -0.000001], [0.644707, 2.852817, 0.000021], [3.677021, 4.296598, -0.000007], [2.250608, 6.334009, -0.000047], [-0.238986, 6.083813, -0.000045], [-1.191556, 3.779819, 0.000000], [-2.244954, 0.757679, 0.000064], [-2.101940, -1.383186, 0.000024], [-3.266670, -2.088924, 0.000011], [-3.206735, -3.495664, -0.000015], [-1.993531, -4.121021, -0.000025], [-0.786349, -3.383666, -0.000010], [0.465570, -4.039237, -0.000019], [1.621678, -3.315327, -0.000006], [1.578519, -1.906386, 0.000019], [0.396930, -1.196990, 0.000029], [-0.812442, -1.957015, 0.000016], [-4.224039, -1.585737, 0.000020], [-4.125321, -4.067060, -0.000025], [-1.931731, -5.203087, -0.000044], [0.482090, -5.122807, -0.000038], [2.583330, -3.814296, -0.000013], [2.520941, -1.370743, 0.000029]], "atomic_forces_ev_per_a": [[1.140, 0.572, 0.000], [-0.274, -0.210, 0.000], [0.086, -0.185, 0.000], [-0.169, 0.214, 0.000], [0.114, -0.128, 0.000], [-0.094, -0.012, 0.000], [-0.013, 0.056, 0.000], [-0.088, 0.088, 0.000], [0.009, -0.014, 0.000], [-0.004, -0.002, 0.000], [-0.009, -0.015, 0.000], [0.008, 0.052, 0.000], [-0.441, -0.621, 0.000], [-0.201, 0.460, 0.000], [-0.039, 0.170, 0.000], [0.068, -0.135, 0.000], [-0.056, -0.036, 0.000], [-0.080, 0.170, 0.000], [0.095, -0.003, 0.000], [0.030, -0.103, 0.000], [-0.126, 0.112, 0.000], [-0.104, -0.213, 0.000], [0.187, -0.208, 0.000], [0.011, -0.006, 0.000], [0.003, 0.003, 0.000], [-0.030, 0.007, 0.000], [0.019, 0.004, 0.000], [-0.034, -0.041, 0.000], [-0.009, 0.022, 0.000]], "mulliken_charge": [-0.31, -0.49, 0.86, -0.86, -0.01, -0.84, 0.12, -0.34, 0.40, 0.37, 0.38, 0.26, -0.01, 0.50, -0.78, -0.50, -0.90, 1.00, -0.78, -0.89, 0.05, -0.19, 0.80, 0.36, 0.38, 0.35, 0.35, 0.38, 0.32], "molar_mass_da": 422.2, "s2": 3.764, "spin_multiplicity": 4, "homo_ev": [-7.73, -7.87], "orbital_gap_ev": [7.92, 7.73], "energy_ha": -2710.9985, "e_lumo_ev": [0.189, -0.141]}

---

{"formula": "C2H4ClNO3", "method": "ωB97M-V/def2-TZVPD", "symbols": ["C", "C", "O", "Cl", "H", "H", "H", "O", "N", "O", "H"], "coordinates": [[-0.042215, 1.252105, 0.145228], [0.535774, -0.067937, -0.114645], [-0.032101, -0.946696, -0.714014], [2.264326, -0.177744, 0.223271], [0.273676, 1.939941, 0.882475], [0.086419, 1.744871, -0.816480], [-1.203475, 1.216710, 0.353197], [2.500456, -2.607633, -4.088341], [2.002071, -2.009532, -3.180771], [2.066930, -2.749910, -2.047201], [1.726126, -2.194343, -1.430254]], "atomic_forces_ev_per_a": [[-3.749, 0.703, -0.182], [-0.655, -1.212, -0.997], [0.956, 0.790, 1.071], [0.170, -0.122, 0.201], [1.287, 0.074, 0.919], [-0.146, 0.266, -0.180], [2.214, -0.440, -0.786], [-0.841, 1.076, 1.061], [1.020, -1.061, -1.774], [1.734, -2.762, -2.689], [-1.988, 2.686, 3.357]], "mulliken_charge": [-0.96, 0.70, -0.45, -0.18, 0.38, 0.27, 0.27, -0.37, 0.25, -0.24, 0.33], "molar_mass_da": 125.5, "homo_ev": -10.28, "orbital_gap_ev": 10.58, "smiles": "CC(=O)Cl.O=NO", "energy_ha": -819.1754, "relative_energy_ev": 3.668, "e_lumo_ev": 0.295}

---

{"formula": "C3H15NO3", "method": "ωB97M-V/def2-TZVPD", "symbols": ["C", "C", "N", "C", "H", "H", "H", "H", "H", "H", "H", "H", "H", "O", "H", "H", "O", "H", "H", "O", "H", "H"], "coordinates": [[-2.530740, 0.935695, -0.514968], [-1.282342, 1.736139, -0.120225], [-0.157841, 0.858920, 0.163199], [1.161349, 1.475871, 0.436047], [-3.417441, 0.986836, 0.149915], [-3.023378, 1.036194, -1.490113], [-2.286459, -0.205943, -0.442408], [-1.067338, 2.382555, -0.962702], [-1.548139, 2.403397, 0.710407], [-0.433712, 0.184764, 0.878583], [1.692055, 1.422392, -0.512488], [1.824911, 0.837107, 1.067491], [1.186081, 2.499539, 0.825045], [1.170820, -2.804265, -0.202374], [1.279020, -2.044794, -0.820092], [1.974201, -3.329409, -0.247992], [1.489576, -1.744941, 2.430659], [1.688950, -2.620107, 2.783096], [1.143276, -1.999184, 1.555203], [0.736312, -0.707335, -1.946342], [0.098862, -1.259680, -2.404531], [0.301979, -0.043751, -1.335411]], "atomic_forces_ev_per_a": [[-0.911, -3.207, 0.700], [-0.954, 0.426, -0.313], [0.136, -0.203, 0.477], [0.636, -0.971, -0.279], [0.766, 0.461, 0.175], [0.880, 0.473, -0.130], [-0.239, 1.858, -0.268], [0.532, 0.187, -0.131], [0.223, -0.065, 0.082], [0.256, 0.358, -0.085], [0.172, 0.650, -0.207], [-1.018, 0.325, -0.039], [-0.398, -0.173, -0.007], [-0.057, 0.177, -0.068], [-0.096, -0.227, 0.103], [0.050, 0.086, -0.077], [-0.216, -0.364, -0.197], [0.083, 0.201, 0.301], [0.181, 0.187, -0.097], [0.562, 0.264, 0.096], [-0.348, 0.321, 0.142], [-0.240, -0.763, -0.179]], "mulliken_charge": [-0.95, -0.54, -0.35, -0.86, 0.30, 0.28, 0.22, 0.37, 0.42, 0.20, 0.30, 0.28, 0.32, -0.71, 0.40, 0.33, -0.63, 0.28, 0.37, -0.82, 0.29, 0.51], "molar_mass_da": 113.2, "homo_ev": -9.37, "orbital_gap_ev": 10.19, "smiles": "CCNC.O.O.O", "energy_ha": -403.7513, "relative_energy_ev": 0.979, "e_lumo_ev": 0.820}